A structure of composition C59H66BClN9O4PPbS3, computed with ωB97M-V/def2-TZVPD.

Properties
* E_LUMO: -4.939 eV
* charge: +2

Last column: Löwdin charge in e.
Positions of all 145 atoms, in Å:
Pb 0.235 0.894 -0.389  1.4120
C 3.856 -4.388 5.037  -0.0302
C 3.431 -3.812 3.688  -0.5222
C 4.252 -4.436 2.556  -0.0060
C 3.577 -2.289 3.711  -0.0417
N 2.004 -4.198 3.435  0.0330
C 1.388 -5.294 3.990  0.0089
C 0.155 -5.405 3.431  0.0047
N 0.009 -4.385 2.536  0.0492
B -1.288 -4.061 1.722  -0.5375
N -1.093 -4.297 0.201  0.0395
C -2.152 -4.778 -0.528  -0.0285
C -1.752 -4.938 -1.807  -0.0075
N -0.438 -4.537 -1.885  0.0263
C -0.074 -4.133 -0.652  -0.5508
S 1.541 -3.538 -0.275  0.7567
C 0.385 -4.560 -3.139  -0.5259
C 0.542 -3.119 -3.629  -0.0170
C -0.353 -5.393 -4.186  -0.0331
C 1.746 -5.210 -2.863  -0.0462
N -1.718 -2.618 2.095  0.0254
C -2.085 -2.365 3.406  -0.0437
C -2.675 -1.162 3.457  -0.0394
N -2.702 -0.638 2.176  0.0177
C -2.077 -1.532 1.347  -0.6445
S -1.685 -1.322 -0.299  0.6233
C -3.607 0.491 1.779  -0.5254
C -2.847 1.667 1.167  -0.0483
C -4.640 -0.053 0.788  -0.0269
C -4.333 0.999 3.025  -0.0441
C 1.141 -3.673 2.545  -0.5343
S 1.321 -2.363 1.385  0.7143
H 4.841 -4.004 5.293  0.1006
H 3.931 -5.474 5.012  0.0883
H 3.166 -4.091 5.828  0.1026
H 5.309 -4.218 2.702  0.1050
H 3.948 -4.037 1.588  0.0643
H 4.120 -5.518 2.540  0.0987
H 4.536 -2.028 4.156  0.1012
H 2.789 -1.827 4.309  0.0873
H 3.558 -1.860 2.714  0.0480
H 1.854 -5.920 4.726  0.1324
H -0.618 -6.133 3.601  0.1407
H -2.124 -4.830 2.085  0.1318
H -3.110 -4.964 -0.077  0.1393
H -2.306 -5.311 -2.646  0.1279
H -0.423 -2.708 -3.929  0.0854
H 1.199 -3.096 -4.498  0.1014
H 0.962 -2.471 -2.860  0.0670
H -1.270 -4.902 -4.513  0.0896
H -0.584 -6.390 -3.810  0.1015
H 0.285 -5.503 -5.060  0.1008
H 2.444 -4.518 -2.400  0.0394
H 2.186 -5.529 -3.805  0.0990
H 1.645 -6.091 -2.226  0.1009
H -1.905 -3.075 4.195  0.1294
H -3.068 -0.652 4.315  0.1198
H -2.600 1.479 0.123  0.0250
H -1.950 1.908 1.743  0.0811
H -3.488 2.549 1.180  0.0970
H -4.164 -0.462 -0.101  0.0318
H -5.302 0.754 0.475  0.0984
H -5.240 -0.834 1.257  0.1002
H -3.644 1.476 3.723  0.0932
H -4.870 0.200 3.533  0.0895
H -5.065 1.741 2.714  0.0986
Cl 6.051 4.256 -4.116  0.6953
C 4.864 3.243 -3.371  -0.6719
C 4.961 1.848 -3.507  -0.0722
C 4.009 1.038 -2.953  -0.0075
C 2.914 1.544 -2.205  -0.3706
O 2.068 0.680 -1.725  -0.2827
C 2.850 2.964 -2.039  -0.1370
C 1.863 3.667 -1.280  -0.1922
O 0.918 3.234 -0.605  -0.1436
C 3.835 3.778 -2.656  -0.0581
H 5.796 1.426 -4.050  0.1151
H 4.068 -0.037 -3.066  0.1173
H 1.994 4.761 -1.283  0.1386
H 3.764 4.853 -2.544  0.1184
O -1.478 1.377 -2.113  -0.5099
P -2.274 1.275 -3.386  0.8242
C -1.356 0.474 -4.714  -0.2894
C 0.033 0.422 -4.639  -0.0640
C 0.758 -0.098 -5.701  -0.0699
C 0.099 -0.559 -6.831  -0.0630
C -1.289 -0.524 -6.899  -0.0601
C -2.020 -0.005 -5.842  -0.0831
C -3.805 0.324 -3.160  -0.2681
C -3.733 -1.060 -3.024  -0.1242
C -4.885 -1.799 -2.819  -0.0739
C -6.118 -1.164 -2.753  -0.0645
C -6.196 0.213 -2.891  -0.0630
C -5.044 0.957 -3.101  -0.0600
C -2.757 2.921 -3.946  -0.2752
C -3.287 3.798 -2.999  -0.0931
C -3.690 5.065 -3.383  -0.0633
C -3.548 5.468 -4.705  -0.0597
C -2.998 4.607 -5.642  -0.0584
C -2.608 3.330 -5.267  -0.0570
H 0.534 0.789 -3.752  0.0854
H 1.839 -0.127 -5.649  0.1098
H 0.668 -0.942 -7.668  0.1119
H -1.798 -0.888 -7.781  0.1126
H -3.102 0.033 -5.890  0.1193
H -2.765 -1.543 -3.072  0.0794
H -4.824 -2.874 -2.715  0.1032
H -7.019 -1.740 -2.594  0.1120
H -7.155 0.709 -2.847  0.1129
H -5.109 2.029 -3.233  0.0997
H -3.368 3.477 -1.967  0.1078
H -4.118 5.743 -2.657  0.1109
H -3.868 6.456 -5.003  0.1130
H -2.873 4.929 -6.667  0.1129
H -2.182 2.654 -5.998  0.1016
C -1.027 5.217 5.636  -0.0467
C 0.416 5.151 5.215  -0.2774
C 1.444 5.349 6.130  -0.0314
C 2.771 5.240 5.751  -0.0150
C 3.106 4.930 4.437  -0.2590
N 4.477 4.797 4.115  0.1492
C 5.142 4.149 3.111  -0.5107
O 6.284 4.424 2.821  0.0933
N 4.488 3.143 2.381  0.1486
C 3.477 2.259 2.704  -0.2271
C 3.112 1.915 4.008  0.0153
C 2.052 1.046 4.199  -0.0429
C 1.359 0.562 3.103  -0.1866
N 1.717 0.861 1.853  -0.0638
C 2.766 1.654 1.665  -0.0831
C 2.087 4.808 3.497  -0.0318
C 0.763 4.900 3.891  -0.0362
H -1.114 5.529 6.675  0.0780
H -1.499 4.237 5.534  0.0761
H -1.581 5.921 5.016  0.0841
H 1.204 5.596 7.157  0.1167
H 3.556 5.400 6.480  0.1197
H 5.098 5.398 4.637  0.1589
H 4.918 3.019 1.477  0.1552
H 3.658 2.311 4.852  0.1287
H 1.752 0.766 5.200  0.1174
H 0.499 -0.091 3.222  0.0962
H 3.050 1.852 0.636  0.1053
H 2.321 4.668 2.451  0.1131
H -0.017 4.792 3.146  0.1152